Computed, not measured: the molecule C5H12O2 in a non-equilibrium geometry, with ωB97M-V/def2-TZVPD.

```
19
Properties=species:S:1:pos:R:3:forces:R:3:lowdin_charge:R:1
C 2.40714 -0.91904 0.00162 -0.0096 0.1744 -0.3140 -0.1034
C 1.62041 0.41581 0.04911 -0.0103 0.5309 -0.8967 -0.2061
C 0.19040 0.23026 0.52015 0.1485 -0.4610 -0.2175 -0.4785
O -0.21536 1.36970 1.24654 -0.1557 0.1353 -0.0735 -0.0266
C -0.64379 0.01794 -0.72983 0.2271 0.4151 -0.4590 -0.1408
C -2.13556 -0.23838 -0.35246 0.2923 0.0371 -0.4987 -0.2214
O -2.71189 0.94638 0.20025 -0.2605 0.1473 -0.0005 -0.0862
H 3.24259 -0.82928 -0.69183 0.0371 -0.1202 -0.0486 0.0618
H 2.84122 -1.23067 0.96966 -0.3687 0.4769 -0.2435 0.0773
H 1.78612 -1.76560 -0.32478 0.0625 0.2826 -0.0971 0.0654
H 1.42899 0.96747 -1.00114 1.4830 -1.2264 2.1478 0.1370
H 2.13088 1.11073 0.73230 -0.1617 -0.0768 -0.3761 0.1115
H 0.08180 -0.69530 1.10945 0.1837 0.2451 0.3668 0.1433
H -1.12940 1.57113 0.98592 0.1421 -0.0527 0.2209 0.0626
H -0.29485 -0.88962 -1.24381 -0.0283 0.0306 0.2305 0.1159
H -0.20399 0.86598 -1.43172 -2.4195 -1.2318 0.9709 0.1483
H -2.23650 -1.05467 0.40181 0.6153 0.4059 -0.4574 0.1301
H -2.71008 -0.58247 -1.22054 0.0349 0.2422 -0.0507 0.1076
H -3.44814 0.70962 0.77932 0.1879 0.0456 -0.2038 0.1023
```
Positions in Å, forces in eV/Å.

As for the SMILES: CC[C@@H](O)CCO. The value obtained for the calculated total energy is -9473.521 eV. The HOMO-LUMO gap comes out at 10.59 eV. The value obtained for the LUMO energy is 0.7489 eV. The calculation puts the energy above the lowest of the compared OMol25 structures with the same formula, charge and spin at 37.24 kcal/mol.

Computed, not measured: the molecule C18H14N2O6 in a non-equilibrium geometry, with ωB97M-V/def2-TZVPD.

```
40
Properties=species:S:1:pos:R:3:forces:R:3:lowdin_charge:R:1
O -4.27826 -3.26370 -2.64073 0.4371 0.7455 -0.1400 0.1013
C -3.55447 -2.37169 -2.25868 -0.1984 -1.0666 -0.3384 -0.4825
O -2.67182 -1.72222 -3.06364 -0.5237 -0.1090 1.0125 0.1225
C -3.57508 -1.95994 -0.79397 0.3032 0.1923 0.5694 -0.0282
N -2.22176 -1.72707 -0.24554 1.2770 -0.4738 0.0417 0.0486
C -1.74857 -0.42014 -0.15578 -0.9868 1.1169 -0.5064 -0.3411
O -2.47933 0.52896 -0.45119 0.6760 -0.8560 0.4029 0.0538
C -0.32062 -0.20422 0.26044 1.0818 -2.0769 0.2216 -0.1548
C 0.16309 1.16656 0.44347 1.8668 0.9172 0.4198 -0.0173
C 1.44987 1.52500 0.80093 -1.9715 0.6649 -0.6990 -0.0033
C 1.94602 2.95075 0.84026 0.1379 -0.4359 -0.4862 -0.2036
C 2.97010 3.31873 1.73567 0.0784 -0.4145 -0.1004 -0.0431
C 3.51931 4.59691 1.69962 -0.6606 -0.1882 -0.3814 -0.0085
C 3.00733 5.53635 0.82694 -0.4712 1.5356 -0.4414 -0.2486
O 3.47868 6.83239 0.80735 0.0375 -0.2886 0.1870 0.0598
C 1.95380 5.22299 -0.03022 -0.4613 -1.2578 -0.7664 -0.2490
O 1.42652 6.18986 -0.85625 0.0225 0.0881 -0.0614 0.0466
C 1.51075 3.91124 -0.11688 0.0187 -0.4851 1.5632 0.0339
N 0.50595 -1.22224 0.40861 -0.8350 1.4778 0.0160 0.1682
C 0.06558 -2.52844 0.30015 -1.6414 0.8354 -0.3160 -0.2166
C 0.97062 -3.54803 0.56959 -1.8173 -1.4539 -0.6826 0.0021
C 0.53349 -4.88690 0.51835 -0.6014 1.1190 -0.1480 -0.0073
C -0.80669 -5.19442 0.17065 1.0826 0.2150 0.7628 -0.2837
O -1.28128 -6.49790 0.21408 0.4236 0.5841 0.1425 0.0374
C -1.69117 -4.16627 -0.15052 0.6983 0.3712 0.3944 0.0536
C -1.30412 -2.81370 -0.03817 0.0954 -0.3670 -0.1121 -0.0731
H -2.76261 -2.09068 -3.95236 -0.0930 -0.1274 -0.0444 0.1286
H -4.20716 -1.05139 -0.70981 0.7783 -0.3092 0.0770 0.1467
H -4.08052 -2.74949 -0.19601 0.4214 0.4138 -0.6522 0.1442
H -0.54559 1.97136 0.28347 -0.1079 -0.2055 -0.1153 0.1027
H 2.18353 0.77896 1.03323 0.1625 -0.4355 0.1263 0.0986
H 3.39174 2.60133 2.46466 -0.4637 0.3547 -0.5791 0.1209
H 4.31071 4.88865 2.35137 0.4161 0.1231 0.3723 0.1134
H 2.91535 7.39012 0.24243 0.1753 -0.4832 0.1600 0.1068
H 0.69412 5.82578 -1.39339 0.6619 0.1776 0.5600 0.1244
H 0.75413 3.63514 -0.84107 -0.0017 -0.0082 -0.0587 0.1184
H 1.96800 -3.24292 0.74974 0.8342 -0.0322 0.3670 0.1047
H 1.20085 -5.67762 0.77402 0.4400 -0.4798 0.0660 0.0983
H -0.72268 -7.04838 0.79994 -0.2838 0.6015 -0.5726 0.1179
H -2.66781 -4.48371 -0.40076 -1.0078 0.0205 -0.2603 0.1071
```
Positions in Å, forces in eV/Å.

As for the SMILES: O=C(O)Cn1c(=O)c(/C=C/c2ccc(O)c(O)c2)nc2ccc(O)cc21. The value obtained for the calculated total energy is -34158.404 eV. The HOMO-LUMO gap comes out at 7.16 eV. The value obtained for the LUMO energy is -0.6589 eV. The calculation puts the energy above the lowest of the compared OMol25 structures with the same formula, charge and spin at 0.00 kcal/mol.

Computed, not measured: the molecule C3H7NOS in a non-equilibrium geometry, with ωB97M-V/def2-TZVPD.

```
13
Properties=species:S:1:pos:R:3:forces:R:3:lowdin_charge:R:1
C -3.02076 -0.64786 0.06163 -3.3391 -2.3124 0.3875 -0.0482
N -2.01264 -0.00448 0.42980 -0.0205 0.2573 0.3466 -0.0125
O -1.18596 0.17326 -0.66712 -1.0896 -0.9675 -0.7204 -0.2291
C 0.08905 0.51066 -0.37012 1.4218 1.7498 1.9594 -0.5243
S 1.29707 -0.91132 -0.28625 -2.4562 -1.3990 -0.5343 0.7769
C 2.61759 0.00472 0.27748 3.1417 2.2004 0.9932 -0.5544
H -3.94772 -0.88605 0.75787 2.4303 0.9185 -0.9852 0.1117
H -3.13935 -1.17713 -0.92216 0.4726 0.9750 0.6587 0.0924
H 0.13061 1.05732 0.66792 0.0373 -0.9054 -1.8514 0.1185
H 0.30678 1.21886 -1.18224 0.8070 -0.2215 0.3154 0.0969
H 3.55318 -0.54038 0.63349 -1.4547 -0.0021 -0.8119 0.0598
H 2.35593 0.58393 1.22810 0.2265 -0.1791 -1.5498 0.0575
H 2.95624 0.61848 -0.62841 -0.1771 -0.1142 1.7920 0.0548
```
Positions in Å, forces in eV/Å.

As for the SMILES: C=NOCSC. The value obtained for the calculated total energy is -17594.003 eV. The HOMO-LUMO gap comes out at 9.59 eV. The value obtained for the LUMO energy is 1.0484 eV. The calculation puts the energy above the lowest of the compared OMol25 structures with the same formula, charge and spin at 90.54 kcal/mol.